The molecule C7H10. Source: the Open Molecules 2025 dataset; level of theory: the ωB97M-V functional and the def2-TZVPD basis.

```
17
Properties=species:S:1:pos:R:3:forces:R:3
C 1.842 0.063 0.668 -0.1921 0.1032 0.3843
C -1.134 1.236 0.218 0.0896 0.0548 0.0782
C 0.217 -0.794 -0.638 -0.1320 -0.1701 -0.1016
C 1.506 0.025 -0.777 -0.0481 0.0899 -0.0421
C -1.276 -0.951 -0.966 0.1781 -0.1546 -0.1097
C 1.589 -0.031 1.848 1.2670 0.4156 -0.3781
C -0.814 -0.256 0.299 0.1844 0.0144 0.5220
H -0.823 1.747 1.131 0.0170 0.0327 -0.0961
H 1.542 -0.015 2.910 -0.0278 -0.0734 0.0491
H -1.526 -2.006 -1.007 -0.1620 0.1290 0.1719
H 0.530 -1.793 -0.326 -0.0194 0.2034 0.0992
H 2.280 -0.467 -1.376 -0.2014 0.0764 0.1051
H 1.385 1.046 -1.150 -0.0625 -0.1589 -0.0211
H -0.555 -0.582 1.344 -1.5890 -0.3232 -1.1060
H -1.905 -0.354 -1.636 0.5652 -0.0144 0.1723
H -2.213 1.396 0.088 0.2073 -0.0647 0.1367
H -0.644 1.736 -0.629 -0.0743 -0.1599 0.1358
```
Forces are in eV/Å.

Gap between HOMO and LUMO: 10.480 eV
Charge: 0
SMILES string: C#CC[C@@H]1C[C@@H]1C
Highest occupied orbital energy: -9.4 eV
Spin multiplicity: 1

The molecule C7H10. Source: the Open Molecules 2025 dataset; level of theory: the ωB97M-V functional and the def2-TZVPD basis.

```
17
Properties=species:S:1:pos:R:3:forces:R:3
C -1.836 0.442 -0.288 -0.4269 0.1337 -0.1250
C -1.721 -0.150 1.082 -0.1727 -0.1185 0.0925
C 0.198 -0.004 -0.438 0.3611 -0.3423 -0.1470
C 1.469 -0.304 -0.578 -0.6671 -0.4441 0.0298
C 2.473 -0.121 0.480 0.0276 0.3520 -0.1085
C -0.608 0.721 0.589 0.1477 0.1353 0.1027
C -0.975 -0.327 -1.303 -0.2375 -0.0612 -0.1962
H -2.353 0.316 1.834 0.0473 -0.1085 -0.0952
H -0.910 0.090 -2.311 -0.2109 0.0684 0.1054
H -0.319 1.637 1.104 -0.0644 -0.2459 -0.1602
H -1.143 -1.410 -1.359 -0.2916 0.2261 -0.1348
H -1.540 -1.213 1.232 -0.1011 0.1290 -0.1203
H 2.067 0.088 1.477 -0.0857 0.1527 -0.3774
H 3.038 -1.070 0.559 0.4954 0.9857 -0.1729
H 1.884 -0.608 -1.537 -0.3742 -0.4539 0.0386
H -2.625 1.132 -0.559 -0.0008 -0.0675 0.1469
H 2.901 0.780 0.017 1.5536 -0.3411 1.1218
```
Forces are in eV/Å.

Gap between HOMO and LUMO: 9.501 eV
Charge: 0
SMILES string: C/C=C1/C[C@H]2C[C@@H]12
Highest occupied orbital energy: -8.3 eV
Spin multiplicity: 1

C7H10 as an isolated structure. Source: the Open Molecules 2025 dataset; level of theory: the ωB97M-V functional and the def2-TZVPD basis.

```
17
Properties=species:S:1:pos:R:3:forces:R:3
C -0.920 -1.574 1.295 -0.6930 -0.5762 -2.0746
C 1.889 0.352 0.256 -0.1237 -0.1147 -0.1842
C -0.176 -0.548 1.293 0.4984 0.9697 -1.1279
C -0.162 1.835 0.609 -0.1149 -0.1291 -0.1926
C -1.382 -1.304 -2.586 0.0352 -0.0351 0.4965
C 0.412 0.434 0.574 0.4775 0.2758 1.6398
C -1.024 -1.066 -1.453 0.9796 1.4380 -0.5652
H 2.087 0.808 -0.716 0.0347 -0.0031 -0.0106
H -1.707 -1.519 -3.571 -0.1433 -0.1754 -0.1385
H -1.229 1.820 0.826 -0.0055 0.0090 -0.0278
H 2.235 -0.680 0.239 -0.0007 -0.0011 -0.0296
H -1.191 -1.654 -0.032 0.1044 -0.4190 2.6929
H 2.477 0.896 1.000 -0.0502 0.0264 -0.0169
H -0.002 2.327 -0.352 -0.0165 0.0360 0.0009
H -0.364 -0.310 -0.801 -0.9302 -1.1747 -0.4036
H 0.332 2.438 1.376 0.0350 -0.0350 -0.0356
H -1.276 -2.255 2.044 -0.0869 -0.0914 -0.0232
```
Forces are in eV/Å.

Gap between HOMO and LUMO: 9.604 eV
Charge: 0
Highest occupied orbital energy: -8.7 eV
Spin multiplicity: 1

The molecule C7H10. Source: the Open Molecules 2025 dataset; level of theory: the ωB97M-V functional and the def2-TZVPD basis.

```
17
Properties=species:S:1:pos:R:3:forces:R:3
C -0.681 1.488 0.205 1.2357 -0.5398 -0.4115
C -0.174 0.779 -1.013 0.7275 0.6104 -0.2380
C -1.047 -0.975 -0.060 0.1185 -0.5942 -0.0108
C 0.265 0.740 1.117 0.0889 -0.0693 0.0229
C 1.599 -1.166 -0.166 0.0841 -0.0234 -0.0551
C -1.503 0.296 -0.667 -2.4058 3.4871 2.3453
C 0.360 -0.324 -0.007 0.3924 -0.2459 0.1066
H 2.499 -0.543 -0.225 -0.1346 -0.0957 0.0089
H 1.715 -1.845 0.689 -0.0427 0.1277 -0.1301
H -2.371 0.987 -0.432 -0.0743 -1.7108 -1.6825
H 0.194 1.188 -1.942 0.1800 -0.0824 -0.0618
H -0.947 2.553 0.238 -0.3883 -0.7405 -0.0217
H -1.104 -1.728 -0.851 0.1965 -0.2378 0.2078
H -1.487 -1.366 0.864 0.0781 0.1596 -0.0590
H 1.213 1.282 1.219 -0.0758 -0.1630 0.0087
H -0.081 0.413 2.108 0.0293 0.0146 -0.1741
H 1.550 -1.778 -1.076 -0.0095 0.1035 0.1444
```
Forces are in eV/Å.

Gap between HOMO and LUMO: 9.593 eV
Charge: 0
SMILES string: C[C@]12C[C@@H]3[C@H](C1)[C@@H]32
Highest occupied orbital energy: -8.5 eV
Spin multiplicity: 1

C7H10 as an isolated structure. Source: the Open Molecules 2025 dataset; level of theory: the ωB97M-V functional and the def2-TZVPD basis.

```
17
Properties=species:S:1:pos:R:3:forces:R:3
C 1.657 -0.435 -0.274 0.1035 -0.0877 0.1132
C -0.055 -0.025 -1.465 -0.1190 0.3989 0.2462
C -2.003 -0.475 0.256 -0.0569 0.0092 0.0384
C 0.553 -0.842 0.717 -0.0203 -0.1272 -0.0209
C 1.022 0.849 -0.880 0.1918 0.0373 -0.3143
C -0.053 1.379 0.083 -0.0014 0.1282 0.0077
C -0.573 -0.079 -0.002 -0.3035 -0.2325 0.0439
H 0.393 -1.923 0.737 -0.0383 0.0950 -0.0439
H 1.617 -1.204 -1.073 0.3463 0.0536 0.1276
H -0.727 2.072 -0.433 0.1689 -0.0677 0.0746
H 2.702 -0.357 0.038 -0.2271 0.1233 0.1310
H -2.278 -0.308 1.302 -0.0060 -0.0278 -0.0603
H -2.685 0.101 -0.378 0.0781 -0.0683 0.1112
H 1.679 1.488 -1.471 -0.1531 -0.1676 -0.0373
H -2.149 -1.536 0.024 0.0204 0.1363 0.0478
H 0.693 -0.499 1.752 0.0058 -0.0085 -0.2629
H 0.207 1.793 1.068 0.0108 -0.1945 -0.2021
```
Forces are in eV/Å.

Gap between HOMO and LUMO: 8.858 eV
Charge: 0
Highest occupied orbital energy: -8.5 eV
Spin multiplicity: 1

The molecule C7H10. Source: the Open Molecules 2025 dataset; level of theory: the ωB97M-V functional and the def2-TZVPD basis.

```
17
Properties=species:S:1:pos:R:3:forces:R:3
C -1.156 1.234 0.179 0.0258 0.0579 0.1227
C -1.417 -0.913 -0.948 -0.0140 -0.2162 -0.4268
C 1.550 0.019 -0.778 -0.0213 0.0923 0.1214
C -0.857 -0.250 0.164 -0.0681 0.1753 -0.4372
C 1.169 -0.161 1.806 -0.3856 -0.0361 0.0634
C 0.314 -0.768 -0.576 -0.6571 -0.2848 -0.0915
C 1.817 -0.015 0.701 0.5087 0.3024 0.2062
H -2.229 1.398 0.027 0.1430 -0.0189 0.1123
H 2.333 -0.466 -1.366 -0.2257 0.0500 0.0694
H -2.107 -0.371 -1.601 0.3043 -0.0480 -0.0985
H -0.860 1.709 1.116 0.0020 -0.0519 -0.1172
H -0.635 1.756 -0.638 -0.0676 -0.0890 0.1134
H 0.006 -0.433 1.678 0.6872 0.0331 0.2662
H 1.436 1.054 -1.105 -0.0632 -0.1673 0.0109
H 1.543 0.011 2.810 -0.0481 -0.0586 -0.1086
H -1.434 -1.989 -1.090 -0.0492 0.1316 0.2262
H 0.526 -1.816 -0.378 -0.0709 0.1282 -0.0323
```
Forces are in eV/Å.

Gap between HOMO and LUMO (alpha / beta): 7.793 / 7.206 eV
Charge: 0
Highest occupied orbital energy (alpha / beta): -7.5 / -7.0 eV
Spin multiplicity: 1

The molecule C7H10. Source: the Open Molecules 2025 dataset; level of theory: the ωB97M-V functional and the def2-TZVPD basis.

```
17
Properties=species:S:1:pos:R:3:forces:R:3
C 1.573 -0.641 -0.271 0.5310 0.2665 -0.3062
C -0.503 0.194 -0.193 0.2902 0.1929 -0.1091
C 0.337 -0.614 -1.175 0.0732 -0.0573 -0.0881
C -1.953 0.070 0.071 0.0915 -0.1428 0.2430
C 0.440 1.357 0.098 -0.0583 -0.0333 0.1020
C -0.879 -0.746 0.889 -1.1116 0.1546 0.1830
C 1.666 0.515 0.393 0.1198 -0.2890 -0.0460
H -0.081 -1.593 -1.424 0.0827 0.1065 0.1198
H -0.706 -1.812 0.736 -0.2208 0.3007 -0.2525
H -2.442 0.811 0.694 0.2630 0.2740 -0.2067
H 0.533 -0.073 -2.112 0.0227 -0.0843 0.0880
H 2.178 -1.527 -0.108 0.1868 0.2294 -0.2467
H -2.602 -0.225 -0.763 0.2613 -0.7483 0.6675
H 0.523 1.939 -0.837 0.1828 -0.0284 0.2866
H 2.343 0.741 1.209 0.1895 -0.0057 -0.3035
H -0.591 -0.461 1.905 -0.7973 0.1887 -0.1731
H 0.166 2.063 0.888 -0.1064 -0.3240 0.0420
```
Forces are in eV/Å.

Gap between HOMO and LUMO: 10.200 eV
Charge: 0
SMILES string: C1=CCC2(C1)CC2
Highest occupied orbital energy: -9.0 eV
Spin multiplicity: 1

A 2-piece molecular cluster, C7H10 overall. Source: the Open Molecules 2025 dataset; level of theory: the ωB97M-V functional and the def2-TZVPD basis.

```
17
Properties=species:S:1:pos:R:3:forces:R:3
C -1.105 -0.324 -0.100 0.4131 -1.8058 2.8295
C -0.774 -0.915 1.053 0.5944 0.7896 -1.6386
C 2.699 0.999 0.790 0.2237 -0.4680 -0.2872
C -1.628 1.315 -1.844 0.0786 0.1721 -1.0382
C 3.095 -0.142 0.337 0.2130 0.2218 0.0735
C 0.534 -1.654 1.257 -1.7347 -0.0713 -0.9231
C -1.607 -0.103 -1.268 1.9204 5.1430 1.4202
H 0.269 -2.689 1.072 0.1775 -0.5492 0.6210
H 1.161 -1.446 0.427 1.0455 0.4281 -0.4225
H 1.657 1.121 0.948 -1.2440 -0.2138 0.1394
H 0.961 -1.480 2.221 0.4598 -0.0589 0.4277
H 3.242 1.886 0.990 0.8885 0.5383 0.0610
H -1.271 1.434 -2.869 0.2852 -0.6569 -0.1318
H -2.094 -0.885 -1.633 -2.0940 -3.0318 -2.3422
H -1.444 -0.977 1.883 -0.6113 0.3940 0.2636
H -1.093 2.107 -1.326 0.4198 -0.5660 0.7158
H -2.602 1.753 -1.940 -1.0355 -0.2655 0.2318
```
Forces are in eV/Å.

Gap between HOMO and LUMO: 9.043 eV
Charge: 0
Highest occupied orbital energy: -9.3 eV
Spin multiplicity: 1

The molecule C7H10. Source: the Open Molecules 2025 dataset; level of theory: the ωB97M-V functional and the def2-TZVPD basis.

```
17
Properties=species:S:1:pos:R:3:forces:R:3
C 1.785 -1.418 -1.244 -0.2910 0.2849 0.3266
C 0.230 0.393 -0.071 0.0968 -0.1246 0.2814
C 0.887 1.561 0.642 0.1323 0.0767 0.1563
C 0.362 1.757 -0.734 -0.0334 0.0845 -0.2819
C -1.046 -0.132 0.619 -0.0390 0.0391 0.0088
C -1.375 -1.603 0.384 -0.0394 -0.0884 -0.0294
C 1.097 -0.608 -0.672 0.2622 -0.2291 -0.2017
H 1.954 1.545 0.830 -0.1052 0.0283 -0.1045
H 1.110 1.794 -1.515 -0.1425 0.0067 -0.0943
H -0.481 -2.219 0.503 -0.1143 0.0386 0.0014
H -1.788 -1.805 -0.608 0.0679 0.0758 0.0525
H -0.493 2.405 -0.902 -0.0525 -0.2500 0.1455
H 2.380 -2.157 -1.733 -0.0767 0.1633 0.0919
H -2.102 -1.923 1.136 -0.0075 -0.0216 -0.1711
H -0.903 -0.026 1.701 0.0201 0.1274 -0.1501
H -1.907 0.493 0.359 0.1323 -0.0085 -0.0370
H 0.279 2.002 1.429 0.1897 -0.2032 0.0056
```
Forces are in eV/Å.

Gap between HOMO and LUMO: 10.337 eV
Charge: 0
SMILES string: C#CC1(CC)CC1
Highest occupied orbital energy: -9.2 eV
Spin multiplicity: 1

The molecule C7H10Br2N2O2. Source: the Open Molecules 2025 dataset; level of theory: the ωB97M-V functional and the def2-TZVPD basis.

```
23
Properties=species:S:1:pos:R:3:forces:R:3
Br -2.981 -2.514 0.151 0.7293 0.4361 0.7179
Br -2.552 0.627 0.871 0.3915 -1.0663 -0.1269
O 0.189 -2.612 0.827 0.0312 0.3184 2.2865
O 1.679 1.563 0.899 -0.2300 -0.1921 -0.2949
N 0.411 -0.278 1.413 -0.5601 -0.8863 -2.1956
N 0.427 -0.397 2.805 -0.7313 1.1577 -0.4202
C 0.165 2.361 -2.049 -2.7332 -2.7547 3.6225
C -0.240 -0.904 -0.729 0.4023 0.9415 -2.2401
C 1.017 1.084 -1.910 0.9295 1.4560 3.4535
C -0.327 -1.301 0.671 -0.8769 -0.4593 -0.7063
C -1.809 -1.262 1.088 -0.5840 1.4796 0.7449
C 0.968 0.637 0.564 -0.3552 -0.7017 0.5509
C 0.499 0.190 -0.835 1.1892 1.1164 0.6175
H 0.755 2.954 -2.567 2.1096 3.3660 -2.7943
H 2.054 1.435 -1.507 -1.6013 -0.7154 -0.8957
H 1.136 0.568 -2.790 0.2342 -0.9841 -2.2850
H -0.768 -1.414 -1.565 0.5193 0.2507 0.9556
H 0.516 -1.374 2.844 0.7409 -1.6433 1.3458
H -0.782 2.087 -2.531 0.2334 0.4674 -0.0408
H -0.074 2.868 -1.037 0.4923 -1.0212 -1.5385
H -1.839 -1.247 2.178 -0.5253 -0.9911 -0.1441
H 0.319 -3.158 0.056 -0.1879 0.4624 -0.7079
H 1.238 0.087 3.153 0.3825 -0.0366 0.0952
```
Forces are in eV/Å.

Gap between HOMO and LUMO: 9.141 eV
Charge: 0
SMILES string: CCC1=C[C@](O)(C(Br)Br)N(N)C1=O
Highest occupied orbital energy: -8.9 eV
Spin multiplicity: 1

A 2-piece molecular cluster, C7H10F3P overall. Source: the Open Molecules 2025 dataset; level of theory: the ωB97M-V functional and the def2-TZVPD basis.

```
21
Properties=species:S:1:pos:R:3:forces:R:3
P -1.173 -2.532 -0.885 0.1576 -0.5995 -0.5868
F -2.154 1.011 1.696 -0.4961 -0.2227 -0.0409
F -2.396 1.763 -0.327 0.3155 0.6218 -0.0448
F -3.425 -0.033 0.159 0.2587 0.0706 0.9600
C -2.333 0.692 0.431 0.0921 -0.7035 -1.0088
C 0.829 -1.639 1.323 -4.8400 2.4280 2.3961
C 1.491 0.453 0.286 -0.9391 0.6132 -0.4987
C 1.357 1.517 -0.683 1.2801 0.0272 -0.5976
C 2.063 2.646 -0.768 0.1500 0.7017 -0.3214
C -0.358 -0.945 -0.662 -0.8017 1.7366 -0.0136
C 0.623 -0.627 0.301 0.4233 -0.3974 -1.5452
H 2.160 3.175 -1.721 -0.5170 -0.0578 0.3287
H -2.260 -2.439 -0.035 -0.3792 0.0504 0.7787
H 0.946 -2.584 1.016 -0.3731 -3.7354 -1.5236
H -0.132 -1.504 2.056 2.2704 -0.8660 -1.3921
H -2.037 -2.207 -1.976 0.4768 0.1240 0.1217
H 0.882 1.369 -1.631 -0.7493 -0.9085 -0.1673
H -0.665 -0.227 -1.426 0.6121 -0.0352 0.1147
H 2.360 0.460 0.953 -0.5868 0.1643 -0.0228
H 1.658 -1.485 1.862 3.0166 1.0802 2.3291
H 2.564 3.137 0.032 0.6291 -0.0918 0.7347
```
Forces are in eV/Å.

Gap between HOMO and LUMO (alpha / beta): 7.284 / 7.808 eV
Charge: 0
Highest occupied orbital energy (alpha / beta): -7.6 / -8.7 eV
Spin multiplicity: 1

C7H10F5NOPdTe as an isolated structure. Source: the Open Molecules 2025 dataset; level of theory: the ωB97M-V functional and the def2-TZVPD basis.

```
26
Properties=species:S:1:pos:R:3:forces:R:3
Te 1.191 -3.179 -0.244 0.0567 -0.6450 0.3422
Pd 0.021 0.212 0.447 -1.5791 -2.6007 -3.8722
F 0.072 -2.627 -1.675 0.3788 -0.2185 0.5302
F 1.706 -4.547 -1.463 -0.3168 0.9449 0.8436
F -0.127 -4.387 0.363 0.5177 0.4640 -0.4089
F 2.623 -2.175 -0.977 -0.5152 -0.2395 0.1342
F 2.429 -3.967 0.935 -0.5057 0.3370 -0.4362
O 0.657 -1.869 0.932 0.4117 -0.2325 -0.8558
N 2.067 0.148 -2.820 0.2750 -0.2418 0.9663
C -1.913 -0.116 -0.649 0.6335 0.7989 -1.0096
C -0.286 0.632 2.880 2.0096 0.1538 -1.5405
C -1.010 0.033 -1.770 -0.6366 -0.0448 0.6736
C -0.503 1.356 -1.771 0.0127 -0.5147 0.0261
C -1.049 2.052 -0.658 -0.7294 -0.4514 0.9548
C 0.747 1.029 1.939 -0.1749 3.0898 5.6829
C -1.948 1.162 0.035 0.3370 0.3117 -0.6504
H 1.757 0.659 2.065 0.1443 -0.4331 0.0343
H 0.222 1.740 -2.489 -0.2747 -0.0860 0.2856
H -2.440 -1.016 -0.370 -0.0275 0.0728 -0.0384
H -2.497 1.374 0.945 -0.0436 0.0762 -0.3359
H -0.862 3.087 -0.390 -0.0037 -0.2500 -0.0457
H 2.304 -0.159 -1.827 -0.1609 0.2046 -1.0517
H -1.137 1.294 3.044 0.2166 -0.3118 -0.0383
H -0.747 -0.741 -2.477 -0.0745 0.1477 0.1569
H 0.703 2.121 1.740 0.2409 -0.6186 -0.0321
H -0.179 -0.281 3.472 -0.1919 0.2871 -0.3150
```
Forces are in eV/Å.

Gap between HOMO and LUMO (alpha / beta): 7.480 / 7.530 eV
Charge: 0
⟨S²⟩: 6.04
Highest occupied orbital energy (alpha / beta): -8.3 / -10.2 eV
Spin multiplicity: 5